Entry 1:
Molecular formula: C4H11N2O
Method: DFT, wB97M-V/def2-TZVPD

Cartesian coordinates (Å):
H (-4.31267, -0.56752, -1.41778)
H (-3.86893, 0.94126, 0.64127)
H (3.11231, 0.16816, -0.15736)
C (0.70207, 1.47417, -0.26963)
H (1.80411, 1.53275, -0.02732)
N (1.35801, -0.85730, 0.22328)
H (3.13324, -1.59814, 0.19580)
H (-2.29017, 0.36540, 0.64399)
N (-3.26159, 0.28546, 0.20973)
C (-3.38920, -0.44300, -0.82226)
C (2.66902, -0.79360, -0.31272)
C (0.38234, 0.10150, 0.15479)
H (2.67429, -0.89333, -1.36671)
H (0.20545, 2.12952, 0.42833)
H (0.40644, 1.93962, -1.19749)
O (-0.73548, -0.15675, 0.68110)
H (1.01010, -1.72015, 0.68186)
H (-2.58859, -1.07614, -1.29113)

## Properties
HOMO-LUMO gap: 8.678 eV
total charge: +1
E_HOMO: -13.37 eV
LUMO: -4.6877 eV



Entry 2:
Molecular formula: C37H25ClN6O4OsS3
Method: DFT, wB97M-V/def2-TZVPD

Cartesian coordinates (Å):
H (-4.40154, 0.40520, 7.19896)
N (-0.12150, 1.38896, -0.50218)
C (0.44719, 2.48994, -3.82791)
C (1.47611, 3.33086, 1.87856)
C (-2.48586, -1.58089, 0.36466)
C (2.38378, -0.35594, 1.52241)
C (-3.87946, -1.25330, 2.26788)
H (-5.62312, -2.80752, 0.78099)
C (-4.65955, -2.64665, 0.31536)
H (4.63480, 5.69534, 2.36729)
C (5.04834, 0.25735, 2.15350)
S (-1.78173, -5.46545, -5.10162)
C (0.70284, 3.62420, 0.75348)
O (-1.16551, 2.08714, 1.66664)
C (2.79119, -0.24855, 2.85521)
C (0.14261, 0.14725, -3.67648)
N (4.13056, 5.80868, 1.50656)
C (-2.15743, -2.25382, -0.83119)
O (1.07406, -0.54818, 1.32653)
C (-3.94018, -0.23660, 5.13870)
C (3.09416, -0.51599, -0.86203)
C (3.00504, 5.09770, 1.26476)
H (-3.32701, -4.40583, -3.14426)
C (-0.83066, -4.29125, -4.27187)
C (-2.83679, -0.57732, 2.87735)
C (4.09664, 0.05279, 3.16345)
C (-0.48505, -2.75629, -2.35994)
Os (0.15777, -0.55842, -0.36004)
C (-4.36372, -3.25162, -0.85701)
H (1.15967, 2.55707, 2.56631)
C (-3.06718, -3.10359, -1.46073)
Cl (6.66279, 0.67437, 2.57903)
H (0.64360, 3.39194, -4.39470)
N (-0.89357, -2.08426, -1.28861)
C (-2.63460, -3.76016, -2.61721)
C (0.38999, 1.25376, -4.46204)
C (-1.33136, -3.61097, -3.08060)
C (-2.93657, -0.03537, 4.22687)
S (-0.73173, 2.71346, 0.46080)
C (3.35345, -0.21243, 0.49927)
O (1.99017, -0.85819, -1.35438)
C (-3.72496, 0.44123, 6.35894)
H (2.47853, 6.20035, -0.51287)
H (1.40367, -4.94871, -6.67235)
H (0.08207, -0.85183, -4.09070)
H (4.40309, 0.13348, 4.19817)
H (0.52711, 1.16330, -5.52850)
H (4.35215, 6.61649, 0.95261)
H (-0.72734, -6.42638, -7.06225)
H (-4.82199, -1.38815, 2.78173)
C (2.61508, 4.05554, 2.13134)
H (0.44278, 4.88883, -0.96182)
H (1.15279, -3.44630, -4.56231)
C (-2.56136, 1.14897, 6.36112)
O (-1.63364, 3.40084, -0.39604)
H (0.54603, -2.60664, -2.64777)
H (-2.15444, 1.75587, 7.15346)
H (-5.08842, -3.89272, -1.34112)
N (-1.49563, -0.82700, 0.90500)
S (-1.72572, 1.00845, 4.88381)
H (2.05557, -0.39542, 3.63440)
H (3.20279, 3.85161, 3.01760)
C (0.02475, 1.53664, -1.85492)
H (-0.80245, 0.11025, 2.57862)
C (0.37792, -4.12074, -4.90054)
C (4.68817, 0.10330, 0.84399)
C (0.52592, -4.93591, -6.04460)
C (2.20402, 5.38411, 0.14274)
H (3.94757, -0.52730, -1.54476)
C (-0.57037, -5.71266, -6.26980)
C (-3.70222, -1.81461, 0.99679)
N (0.29478, 2.63820, -2.51308)
H (5.43024, 0.20791, 0.06272)
C (1.06667, 4.65653, -0.11054)
N (-0.09604, 0.29288, -2.37356)
H (-4.80376, -0.86031, 4.95870)
C (-1.64401, -0.39754, 2.14402)

## Properties
HOMO-LUMO gap (spin up / spin down): 5.493 / 5.491 eV
total charge: +2
E_HOMO (spin up / spin down): -12.66 / -12.66 eV
LUMO (spin up / spin down): -7.1688 / -7.1702 eV



Entry 3:
Molecular formula: C6H8O2
Method: DFT, wB97M-V/def2-TZVPD

Cartesian coordinates (Å):
C (0.32088, -1.88974, 0.90303)
C (-0.58014, -1.13020, 1.63373)
H (-1.09079, 1.52627, -2.13106)
H (-0.74598, 3.12431, -1.60028)
H (-1.07349, -1.37784, 2.59811)
O (0.70162, -3.14335, 0.99762)
H (1.16669, 1.17057, -1.54357)
H (-1.54974, 2.06580, -0.47885)
H (1.53871, -1.40360, -0.96466)
C (0.78509, -1.11071, -0.21348)
H (0.22494, -3.63754, 1.66152)
H (1.02620, 2.12458, 0.02629)
O (-0.61108, 0.09703, 1.03216)
C (0.19893, 0.08603, 0.01089)
C (0.47414, 1.41883, -0.69813)
C (-0.78598, 2.07958, -1.23331)

## Properties
HOMO-LUMO gap: 8.931 eV
structure (SMILES): CCc1cc(O)co1
E_HOMO: -8.15 eV
LUMO: 0.7774 eV



no.,M (g/mol),strongest force on any atom (eV/A)
1,103.1,3.51
2,939.5,0.73
3,112.1,3.52